1.
# C22H21N3O5S2

C22H21N3O5S2 in the gas phase (ωB97M-V/def2-TZVPD, the Open Molecules 2025 dataset).

For the relative energy (zero: lowest compared OMol25 entry of this formula, charge and spin), the calculation gives 0.000 eV. The calculation puts the HOMO energy at -0.2873 hartree. The orbital gap is 0.292 Ha.

ORCA input file:
```
! RIJCOSX wB97M-V def2-TZVPD def2/J DEFGRID3
* xyz 0 1
C -1.78 -4.03 -0.13
H -1.05 -4.15 0.68
O -2.29 -2.72 -0.17
C -1.41 -1.70 -0.41
C -0.05 -1.87 -0.58
C 0.77 -0.76 -0.81
C 0.21 0.51 -0.89
C -1.15 0.68 -0.72
C -1.98 -0.41 -0.47
N -3.36 -0.31 -0.29
C -4.13 0.81 -0.25
O -3.72 1.94 -0.36
C -5.56 0.53 -0.04
C -6.27 -0.64 0.10
C -7.65 -0.42 0.28
C -7.97 0.90 0.28
S -6.60 1.91 0.05
H -8.94 1.34 0.39
H -8.36 -1.21 0.41
H -5.83 -1.62 0.08
H -3.80 -1.21 -0.16
H -1.59 1.67 -0.77
H 0.84 1.37 -1.07
N 2.15 -0.86 -0.97
C 3.02 -1.81 -0.55
S 2.70 -3.40 -0.30
N 4.33 -1.39 -0.40
C 4.85 -0.18 0.04
O 6.04 -0.05 0.14
C 3.88 0.90 0.40
C 3.99 2.16 -0.19
C 3.15 3.19 0.23
C 2.22 2.95 1.22
C 2.10 1.71 1.82
C 2.93 0.67 1.42
O 2.90 -0.58 1.92
C 1.89 -0.92 2.85
H 2.02 -1.99 3.04
H 2.00 -0.37 3.78
H 0.89 -0.75 2.43
H 1.36 1.56 2.59
H 1.57 3.76 1.54
H 3.22 4.17 -0.22
O 4.89 2.26 -1.20
C 5.14 3.52 -1.77
H 5.95 3.36 -2.48
H 5.47 4.24 -1.01
H 4.27 3.91 -2.29
H 5.01 -2.14 -0.39
H 2.58 0.04 -1.17
H 0.39 -2.84 -0.54
H -2.64 -4.67 0.07
H -1.32 -4.32 -1.08
*
```

natural (NBO) atomic charge list, values in e, 5 entries: number 1, C, carries -0.2499; number 2, H, carries 0.1853; number 3, O, carries -0.5176; number 4, C, carries 0.2800; number 5, C, carries -0.3361


2.
# C22H21N3O6S

C22H21N3O6S in the gas phase in a non-equilibrium geometry (ωB97M-V/def2-TZVPD, the Open Molecules 2025 dataset).

For the relative energy (zero: lowest compared OMol25 entry of this formula, charge and spin), the calculation gives 1.887 eV. The calculation puts the HOMO energy at -0.3425 hartree. The orbital gap is 0.321 Ha.

ORCA input file:
```
! RIJCOSX wB97M-V def2-TZVPD def2/J DEFGRID3
* xyz 0 1
C -4.09 -1.68 -0.87
N -3.59 -0.36 -1.18
S -2.19 -0.38 -2.09
O -2.20 -1.42 -3.09
O -1.92 0.96 -2.51
C -1.00 -0.83 -0.82
C -1.06 -0.21 0.41
C -0.12 -0.53 1.37
C 0.88 -1.46 1.10
C 0.93 -2.08 -0.15
C -0.02 -1.76 -1.11
H 0.00 -2.22 -2.08
H 1.70 -2.79 -0.39
O 1.76 -1.70 2.12
C 2.73 -2.70 1.95
C 3.85 -2.32 0.96
O 4.47 -3.16 0.36
N 4.04 -0.98 0.90
C 4.95 -0.26 0.13
C 4.94 1.13 0.25
C 5.84 1.88 -0.49
C 6.75 1.28 -1.35
C 6.74 -0.09 -1.47
C 5.85 -0.87 -0.74
H 5.86 -1.94 -0.83
H 7.43 -0.58 -2.14
H 7.43 1.90 -1.91
N 5.83 3.32 -0.34
O 6.62 3.95 -1.00
O 5.04 3.80 0.44
H 4.25 1.63 0.92
H 3.42 -0.42 1.48
H 3.19 -2.83 2.94
H 2.29 -3.65 1.65
H -0.14 -0.07 2.35
H -1.84 0.50 0.60
C -4.59 0.64 -1.51
C -5.11 1.26 -0.24
C -6.35 0.90 0.27
C -6.80 1.44 1.47
C -6.00 2.33 2.16
C -4.76 2.69 1.66
C -4.32 2.15 0.46
H -3.36 2.43 0.05
H -4.14 3.39 2.20
H -6.35 2.75 3.10
H -7.77 1.17 1.86
H -6.98 0.21 -0.27
H -5.40 0.21 -2.11
H -4.07 1.40 -2.11
H -3.24 -2.31 -0.61
H -4.62 -2.13 -1.72
H -4.77 -1.61 -0.02
*
```

natural (NBO) atomic charge list, values in e, 5 entries: number 1, C, carries -0.4207; number 2, N, carries -0.6850; number 3, S, carries 2.3228; number 4, O, carries -0.9404; number 5, O, carries -0.9378


3.
# C22H21N6Pd

A molecular structure, C22H21N6Pd (ωB97M-V/def2-TZVPD, the Open Molecules 2025 dataset).

For the relative energy (zero: lowest compared OMol25 entry of this formula, charge and spin), the calculation gives 0.519 eV. The calculation puts the HOMO energy at -0.0930 hartree. The orbital gap is 0.193 Ha.

ORCA input file:
```
! RIJCOSX wB97M-V def2-TZVPD def2/J DEFGRID3
* xyz -1 1
Pd 0.34 -0.11 0.08
C -1.98 4.57 2.01
C -0.63 4.81 1.79
C 0.13 3.99 0.98
C -0.44 2.85 0.37
C -1.83 2.64 0.58
C -2.57 3.48 1.39
N 0.24 1.91 -0.36
C 1.26 2.29 -1.23
C 1.48 3.56 -1.74
C 2.42 3.78 -2.75
C 3.15 2.72 -3.26
C 2.94 1.43 -2.78
C 2.03 1.21 -1.75
N 1.82 0.00 -1.14
N 2.23 -1.14 -1.80
C 1.63 -2.20 -1.35
C 1.98 -3.52 -1.81
C 1.26 -4.60 -1.43
C 0.14 -4.43 -0.55
C -0.12 -3.16 -0.10
N 0.59 -2.07 -0.43
H -2.56 5.23 2.64
H -0.15 5.66 2.26
H 1.18 4.18 0.84
H -2.28 1.78 0.10
H -3.62 3.27 1.54
H 0.88 4.39 -1.39
H 2.56 4.78 -3.14
H 3.87 2.89 -4.05
H 3.49 0.58 -3.17
H 2.82 -3.60 -2.49
H 1.52 -5.58 -1.79
H -0.49 -5.25 -0.26
H -0.97 -2.97 0.54
C -0.79 2.22 5.08
C -0.63 1.00 4.23
C -0.51 -0.34 4.53
C -0.38 -0.99 3.30
N -0.42 -0.11 2.30
N -0.58 1.08 2.90
C -0.16 -2.45 3.10
H -0.95 1.94 6.12
H -1.64 2.81 4.74
H 0.10 2.85 5.02
H -0.50 -0.79 5.51
H -0.61 1.92 2.33
H 0.10 -2.92 4.05
H 0.65 -2.62 2.39
H -1.05 -2.94 2.72
*
```

natural (NBO) atomic charge list, values in e, 5 entries: number 1, Pd, carries 0.7737; number 2, C, carries -0.2974; number 3, C, carries -0.2022; number 4, C, carries -0.3118; number 5, C, carries 0.2621


4.
# C22H22AsBr2N4OSV

A molecular structure, C22H22AsBr2N4OSV in a non-equilibrium geometry (ωB97M-V/def2-TZVPD, the Open Molecules 2025 dataset).

Its expectation value of S² is 0.93. The calculation puts the HOMO energy (spin up / spin down) at -0.3579 / -0.2983 hartree. The orbital gap (spin up / spin down) is 0.259 / 0.188 Ha.

ORCA input file:
```
! RIJCOSX wB97M-V def2-TZVPD def2/J DEFGRID3
* xyz 1 2
V 0.14 -0.22 -0.31
Br -2.95 3.76 0.30
C -3.31 1.91 0.12
C -4.64 1.49 0.07
C -4.95 0.15 0.00
Br -6.78 -0.35 -0.02
C -3.94 -0.83 -0.04
C -4.15 -2.22 -0.15
C -3.06 -3.06 -0.20
C -1.77 -2.52 -0.15
N -1.54 -1.22 -0.07
C -2.60 -0.37 0.00
C -2.25 1.01 0.10
O -0.97 1.31 0.16
H -5.42 2.22 0.08
H -5.15 -2.62 -0.19
H -3.18 -4.12 -0.29
H -0.89 -3.17 -0.18
N 2.54 -2.29 -0.05
C 1.99 -1.92 1.16
C 2.57 -2.44 2.33
C 2.03 -2.14 3.56
C 0.92 -1.29 3.61
C 0.42 -0.79 2.43
N 0.92 -1.10 1.22
C 2.08 -2.14 -1.33
C 2.80 -2.69 -2.40
C 2.30 -2.55 -3.68
C 1.09 -1.88 -3.88
C 0.44 -1.37 -2.78
N 0.93 -1.47 -1.53
H 3.38 -2.84 0.03
H 3.44 -3.08 2.25
H 2.45 -2.55 4.46
H 0.45 -1.03 4.55
H -0.43 -0.11 2.44
H 3.73 -3.20 -2.21
H 2.84 -2.96 -4.52
H 0.67 -1.77 -4.86
H -0.50 -0.84 -2.88
C 0.34 4.08 -1.22
As 1.41 3.08 0.05
C 3.06 4.09 0.12
C 0.79 3.28 1.88
S 2.04 1.19 -0.68
H 0.32 5.12 -0.90
H -0.67 3.70 -1.28
H 0.84 3.99 -2.18
H 2.87 5.13 0.40
H 3.55 4.06 -0.85
H 3.72 3.63 0.86
H 0.81 4.34 2.11
H 1.48 2.74 2.53
H -0.22 2.89 2.02
*
```

natural (NBO) atomic charge list, values in e, 5 entries: number 1, V, carries 1.1442; number 2, Br, carries 0.0673; number 3, C, carries -0.1656; number 4, C, carries -0.2157; number 5, C, carries -0.1098


5.
# C22H22AuBN4O2S3

A molecular structure, C22H22AuBN4O2S3 in a non-equilibrium geometry (ωB97M-V/def2-TZVPD, the Open Molecules 2025 dataset).

For the relative energy (zero: lowest compared OMol25 entry of this formula, charge and spin), the calculation gives 1.405 eV. The calculation puts the HOMO energy at -0.2766 hartree. The orbital gap is 0.236 Ha.

ORCA input file:
```
! RIJCOSX wB97M-V def2-TZVPD def2/J DEFGRID3
* xyz 0 1
Au -0.03 -3.16 -0.23
S 2.12 -3.68 -0.16
C 2.36 -4.47 1.37
C 3.69 -4.74 1.69
C 4.01 -5.45 2.83
C 5.39 -5.74 3.12
N 6.49 -5.96 3.36
C 2.98 -5.88 3.69
C 1.67 -5.58 3.40
C 1.31 -4.85 2.24
S -0.33 -4.43 1.97
C 3.28 -6.61 4.89
N 3.51 -7.20 5.85
H 4.48 -4.42 1.03
H 0.88 -5.90 4.06
C -1.96 -1.76 -3.38
N -2.55 -1.12 -2.23
C -2.82 0.32 -2.21
C -3.35 0.57 -0.79
N -3.12 -0.73 -0.16
C -2.67 -1.64 -1.02
S -2.34 -3.28 -0.56
H -2.53 -1.48 -4.27
H -1.99 -2.84 -3.24
H -0.92 -1.44 -3.49
H -3.55 0.57 -2.99
H -1.90 0.87 -2.41
H -4.42 0.81 -0.78
H -2.80 1.36 -0.28
H -3.23 -0.94 0.82
C 1.10 5.60 -0.34
C -0.06 4.80 -0.96
C 0.11 4.81 -2.48
C -1.39 5.50 -0.63
C -0.07 3.39 -0.38
C -0.22 3.21 1.00
C -0.24 1.96 1.61
C -0.10 0.87 0.78
O -0.10 -0.47 1.10
B 0.05 -1.12 -0.11
O 0.15 -0.22 -1.17
C 0.06 1.03 -0.58
C 0.08 2.26 -1.19
H 1.12 6.61 -0.75
H 2.05 5.13 -0.56
H 1.00 5.68 0.74
H 0.09 5.83 -2.85
H -0.69 4.26 -2.98
H 1.07 4.37 -2.78
H -1.42 6.49 -1.08
H -1.53 5.61 0.45
H -2.23 4.92 -1.02
H -0.33 4.09 1.63
H -0.35 1.85 2.68
H 0.23 2.33 -2.26
*
```

natural (NBO) atomic charge list, values in e, 5 entries: number 1, Au, carries 0.7788; number 2, S, carries -0.0808; number 3, C, carries -0.2501; number 4, C, carries -0.1046; number 5, C, carries -0.1695


6.
# C22H22BrNO4PSSe2W

A molecular structure, C22H22BrNO4PSSe2W (ωB97M-V/def2-TZVPD, the Open Molecules 2025 dataset).

Its expectation value of S² is 2.02. For the relative energy (zero: lowest compared OMol25 entry of this formula, charge and spin), the calculation gives 0.776 eV. The calculation puts the HOMO energy (spin up / spin down) at -0.1677 / -0.2069 hartree. The orbital gap (spin up / spin down) is 0.258 / 0.233 Ha.

ORCA input file:
```
! RIJCOSX wB97M-V def2-TZVPD def2/J DEFGRID3
* xyz -1 3
W 0.42 0.13 -1.39
C -6.28 0.29 -4.13
C -5.07 0.86 -3.45
C -5.20 1.46 -2.20
C -4.09 1.97 -1.54
C -2.83 1.87 -2.13
C -2.69 1.29 -3.38
C -3.82 0.80 -4.04
S -1.41 2.50 -1.27
O -1.84 3.73 -0.67
O -0.32 2.51 -2.25
N -0.87 1.43 -0.21
C -1.86 0.68 0.55
C -2.24 -0.58 -0.22
O -3.23 -1.23 0.01
O -1.36 -0.86 -1.17
H -7.11 1.00 -4.14
H -6.63 -0.61 -3.61
H -6.06 0.01 -5.16
H -6.17 1.53 -1.73
H -4.19 2.46 -0.59
H -1.72 1.25 -3.86
H -3.71 0.35 -5.01
H -2.76 1.26 0.78
H -1.42 0.36 1.49
Se 1.04 -1.61 1.07
P 1.21 -2.15 -1.02
Se 1.02 -0.03 -3.59
C 2.86 -2.73 -1.45
C 3.16 -4.09 -1.40
C 4.45 -4.52 -1.71
C 5.43 -3.61 -2.06
C 5.13 -2.25 -2.11
C 3.85 -1.81 -1.81
C 0.07 -3.47 -1.48
C -0.22 -3.66 -2.83
C -1.09 -4.66 -3.22
C -1.68 -5.48 -2.26
C -1.40 -5.29 -0.92
C -0.52 -4.28 -0.52
H 2.40 -4.80 -1.12
H 4.68 -5.58 -1.66
H 6.43 -3.95 -2.29
H 5.89 -1.54 -2.39
H 3.60 -0.76 -1.87
H 0.23 -3.00 -3.57
H -1.32 -4.80 -4.27
H -2.37 -6.26 -2.57
H -1.86 -5.92 -0.17
H -0.30 -4.13 0.52
Br 1.93 -3.92 2.37
C 1.97 1.29 -0.44
H 2.97 0.85 -0.45
H 1.69 1.47 0.60
H 2.00 2.26 -0.95
*
```

natural (NBO) atomic charge list, values in e, 5 entries: number 1, W, carries 0.9671; number 2, C, carries -0.6272; number 3, C, carries 0.0012; number 4, C, carries -0.2195; number 5, C, carries -0.1841


7.
# C22H22Cl6N4

6 unconnected molecules or ions with the total composition C22H22Cl6N4 in a non-equilibrium geometry (ωB97M-V/def2-TZVPD, the Open Molecules 2025 dataset).

For the relative energy (zero: lowest compared OMol25 entry of this formula, charge and spin), the calculation gives 0.160 eV. The calculation puts the HOMO energy at -0.3462 hartree. The orbital gap is 0.364 Ha.

ORCA input file:
```
! RIJCOSX wB97M-V def2-TZVPD def2/J DEFGRID3
* xyz 0 1
N -0.06 -2.84 -7.72
C -0.91 -2.82 -8.74
C -2.16 -2.19 -8.70
C -2.59 -1.65 -7.50
C -1.73 -1.72 -6.40
C -0.47 -2.27 -6.59
H -0.54 -3.27 -9.65
H -2.78 -2.17 -9.59
H -3.50 -1.08 -7.40
H -1.98 -1.25 -5.46
H 0.22 -2.27 -5.76
N -1.20 -0.10 -3.62
C -0.55 0.95 -4.12
C 0.63 1.49 -3.61
C 1.11 0.90 -2.45
C 0.47 -0.19 -1.91
C -0.69 -0.67 -2.52
H -0.99 1.39 -5.01
H 1.01 2.35 -4.13
H 1.98 1.29 -1.94
H 0.87 -0.66 -1.02
H -1.25 -1.49 -2.10
N 7.93 -3.00 -0.65
C 7.36 -4.20 -0.77
C 7.83 -5.36 -0.17
C 9.02 -5.32 0.54
C 9.68 -4.10 0.57
C 9.11 -2.98 -0.02
H 6.50 -4.25 -1.43
H 7.30 -6.28 -0.40
H 9.44 -6.21 0.97
H 10.64 -4.08 1.08
H 9.61 -2.01 -0.06
N 4.37 -0.61 1.36
C 5.27 -0.80 0.39
C 6.42 -0.03 0.23
C 6.60 1.05 1.05
C 5.74 1.21 2.14
C 4.61 0.41 2.20
H 5.09 -1.66 -0.24
H 7.17 -0.28 -0.50
H 7.51 1.64 0.93
H 5.84 2.02 2.84
H 3.90 0.54 3.00
C 4.31 -1.17 -4.17
Cl 4.36 0.46 -3.46
Cl 2.66 -1.57 -4.63
Cl 4.90 -2.38 -3.04
H 4.96 -1.10 -5.04
C 6.82 3.26 -3.53
Cl 7.37 3.46 -1.84
Cl 8.11 3.61 -4.67
Cl 5.42 4.28 -3.84
H 6.51 2.23 -3.63
*
```

natural (NBO) atomic charge list, values in e, 5 entries: number 1, N, carries -0.4196; number 2, C, carries 0.0290; number 3, C, carries -0.2653; number 4, C, carries -0.1706; number 5, C, carries -0.2661


8.
# C22H22ClN5O3S

C22H22ClN5O3S in the gas phase in a non-equilibrium geometry (ωB97M-V/def2-TZVPD, the Open Molecules 2025 dataset).

For the relative energy (zero: lowest compared OMol25 entry of this formula, charge and spin), the calculation gives 2.631 eV. The calculation puts the HOMO energy at -0.3015 hartree. The orbital gap is 0.314 Ha.

ORCA input file:
```
! RIJCOSX wB97M-V def2-TZVPD def2/J DEFGRID3
* xyz 0 1
C 4.73 2.42 0.76
C 3.28 2.16 0.93
N 2.72 2.15 2.12
N 1.42 1.88 1.94
C 1.13 1.73 0.63
C 2.32 1.90 -0.08
C 2.54 1.76 -1.49
N 1.62 1.29 -2.23
N 1.81 1.09 -3.54
C 0.87 0.48 -4.32
O 1.02 0.36 -5.52
C -0.33 0.01 -3.57
C -0.21 -0.65 -2.35
C -1.34 -0.94 -1.62
C -2.60 -0.62 -2.08
C -2.73 -0.03 -3.32
C -1.60 0.29 -4.06
H -1.69 0.79 -5.02
H -3.71 0.21 -3.71
H -3.46 -0.82 -1.46
S -1.12 -1.68 0.00
O -2.20 -1.27 0.85
O 0.22 -1.44 0.46
N -1.24 -3.31 -0.42
C -2.55 -3.89 -0.18
H -3.31 -3.11 -0.24
C -2.44 -4.50 1.22
H -3.18 -5.27 1.40
C -1.00 -5.04 1.24
H -0.54 -4.92 2.22
H -0.99 -6.10 0.98
C -0.27 -4.21 0.16
H 0.55 -3.61 0.57
H 0.13 -4.86 -0.63
H -2.56 -3.70 1.96
H -2.74 -4.65 -0.93
H 0.75 -0.92 -1.94
H 2.67 1.40 -4.01
H 3.53 2.04 -1.87
Cl -0.45 1.53 0.05
C 0.57 1.77 3.06
C 0.78 2.64 4.13
C -0.03 2.56 5.24
C -1.05 1.62 5.29
C -1.24 0.75 4.24
C -0.43 0.81 3.11
H -0.57 0.11 2.31
H -2.03 0.01 4.28
H -1.69 1.56 6.16
H 0.13 3.23 6.07
H 1.58 3.36 4.07
H 5.18 2.59 1.73
H 4.90 3.29 0.12
H 5.22 1.56 0.29
*
```

natural (NBO) atomic charge list, values in e, 5 entries: number 1, C, carries -0.6485; number 2, C, carries 0.1953; number 3, N, carries -0.2699; number 4, N, carries -0.2041; number 5, C, carries 0.1730


9.
# C22H22F3N2

4 unconnected molecules or ions with the total composition C22H22F3N2 in a non-equilibrium geometry (ωB97M-V/def2-TZVPD, the Open Molecules 2025 dataset).

For the relative energy (zero: lowest compared OMol25 entry of this formula, charge and spin), the calculation gives 5.435 eV. The calculation puts the HOMO energy at -0.3979 hartree. The orbital gap is 0.240 Ha.

ORCA input file:
```
! RIJCOSX wB97M-V def2-TZVPD def2/J DEFGRID3
* xyz 1 1
C -1.27 -0.20 -3.33
C -2.88 -0.09 -3.59
C -4.03 -1.19 -3.99
N -5.36 -0.42 -4.13
C -5.03 1.03 -3.80
N -3.57 1.25 -3.46
H -0.96 -0.41 -2.22
H -0.81 0.86 -3.61
H -0.82 -0.98 -4.11
H -3.84 -2.34 -4.16
H -6.28 -0.83 -4.40
H -5.84 1.90 -3.80
H -3.11 2.15 -3.19
F -1.21 -1.13 -0.45
C -1.74 -0.45 0.57
C -2.85 0.36 0.35
C -3.41 1.07 1.42
C -2.84 0.97 2.69
C -1.73 0.15 2.90
C -1.18 -0.57 1.84
H -3.27 0.44 -0.65
H -4.27 1.70 1.25
H -3.28 1.52 3.52
H -1.29 0.07 3.89
H -0.32 -1.21 1.99
F 1.16 -2.97 3.79
C 2.28 -2.33 3.41
C 2.98 -2.78 2.29
C 4.14 -2.11 1.89
C 4.60 -1.02 2.63
C 3.89 -0.58 3.75
C 2.73 -1.24 4.14
H 2.61 -3.64 1.74
H 4.69 -2.45 1.02
H 5.50 -0.50 2.32
H 4.26 0.27 4.33
H 2.16 -0.91 5.01
F 4.41 -0.51 -0.32
C 3.47 0.43 -0.49
C 2.26 0.31 0.18
C 1.28 1.29 0.01
C 1.52 2.38 -0.83
C 2.75 2.49 -1.50
C 3.73 1.51 -1.32
H 2.08 -0.55 0.82
H 0.33 1.20 0.53
H 0.76 3.14 -0.97
H 2.93 3.34 -2.15
H 4.69 1.59 -1.82
*
```

natural (NBO) atomic charge list, values in e, 5 entries: number 1, C, carries -0.6906; number 2, C, carries 0.2059; number 3, C, carries -0.0667; number 4, N, carries -0.5240; number 5, C, carries 0.2414